The following is a quantum chemistry calculation of 5 unconnected molecules or ions with the total composition Cl2N3O17 at a distorted geometry, from the OMol25 dataset.

Relative energy (zero: lowest compared OMol25 entry of this formula, charge and spin), kJ/mol: 378.4
Frontier orbital gap, eV: 6.04
HOMO energy, eV: 3.186
F_max, Eh/bohr: 0.3086
Charge: -5

Each line ends with the Mulliken charge.
Positions of all 22 atoms, in Å:
N 3.01437 2.75230 -5.65134  0.931
O 3.34668 1.93596 -4.73614  -0.601
O 2.34078 3.73732 -5.37966  -0.637
O 3.52481 2.57554 -6.77791  -0.694
N -4.06526 -4.21486 0.72405  0.992
O -3.25312 -4.32658 -0.15233  -0.623
O -4.38211 -3.08653 1.23042  -0.681
O -4.30737 -5.23760 1.24731  -0.690
N 4.07359 -6.03223 0.06709  1.259
O 3.90555 -5.30689 -0.76024  -0.705
O 5.13917 -6.20660 0.39655  -0.801
O 3.19706 -6.51712 0.58196  -0.754
Cl 1.37302 0.39516 1.53356  1.596
O 2.59496 0.18523 2.11011  -0.656
O 1.23073 -0.74010 0.61496  -0.673
O 0.33714 0.37481 2.47973  -0.631
O 1.43674 1.53607 0.72546  -0.634
Cl -3.91999 5.67638 2.38468  1.524
O -4.77390 6.11521 3.49987  -0.661
O -4.07922 4.29871 2.39750  -0.592
O -4.25982 6.21786 1.10940  -0.646
O -2.47381 5.86797 2.35497  -0.625

The following is a quantum chemistry calculation of 7 unconnected molecules or ions with the total composition C11H36N6O11 at a distorted geometry, from the OMol25 dataset.

Relative energy (zero: lowest compared OMol25 entry of this formula, charge and spin), kJ/mol: 35.9
SMILES: NC(N)=O.NC(N)=O.NC(N)=O.OCCO.OCCO.OCCO.OCCO
Frontier orbital gap, eV: 9.83
HOMO energy, eV: -9.308
F_max, Eh/bohr: 0.0712
Charge: 0

Each line ends with the Mulliken charge.
Positions of all 64 atoms, in Å:
N 9.39856 13.66257 6.49070  -0.453
C 10.43605 12.80165 6.80825  0.403
N 10.10691 11.50704 6.93616  -0.259
O 11.59878 13.20724 6.90720  -0.675
H 9.76073 14.59435 6.35908  0.325
H 8.54693 13.61882 6.99190  0.254
H 9.16635 11.25070 6.87071  0.181
H 10.82538 10.85665 7.10824  0.226
N 12.85326 10.71908 8.48952  -0.073
C 12.61928 10.78722 9.75839  0.341
N 11.86254 11.80923 10.13244  0.357
O 12.98129 9.86364 10.51788  -0.918
H 13.63958 10.09965 8.36143  0.181
H 12.70847 11.55268 7.92946  0.246
H 11.51387 11.86066 11.08748  0.045
H 11.74325 12.68675 9.61346  -0.169
N 8.02529 14.12556 12.75895  -0.488
C 9.23963 13.61625 13.13455  0.474
N 9.26770 13.44707 14.49096  -0.505
O 10.17200 13.50278 12.32029  -0.519
H 7.87656 13.92423 11.77110  0.317
H 7.20599 13.88050 13.28415  0.254
H 10.20862 13.36384 14.86953  0.285
H 8.57581 14.01464 14.97674  0.207
O 13.24873 16.94352 10.71598  -0.590
C 12.76242 15.80278 10.08546  -0.202
C 11.30514 16.01634 9.77427  -0.669
O 10.70981 14.88329 9.17195  -0.299
H 14.22794 16.99173 10.70649  0.321
H 13.30602 15.57811 9.10281  0.327
H 12.92777 14.91246 10.60734  0.211
H 11.18646 16.87643 9.12909  0.309
H 10.72344 16.23097 10.64622  0.367
H 11.05579 14.73523 8.27283  0.096
O 8.13982 13.42765 9.79214  -0.712
C 8.52246 11.97662 9.86248  0.810
C 7.28074 11.20585 9.49961  -0.921
O 6.87244 11.44356 8.18015  -0.503
H 9.01469 13.82378 9.87370  0.342
H 9.31254 11.68285 9.14587  -0.309
H 8.87408 11.66832 10.85843  0.235
H 6.46128 11.47676 10.13552  0.388
H 7.47336 10.17054 9.70651  0.406
H 6.15287 10.85909 7.88687  0.292
O 16.01163 13.89589 8.69280  -0.523
C 15.74481 13.79915 10.05131  0.371
C 16.02692 12.48553 10.66477  -0.314
O 17.48038 12.41947 10.77217  -0.548
H 16.88831 13.52633 8.53239  0.350
H 16.29296 14.54265 10.68153  0.222
H 14.69524 14.00648 10.20052  -0.359
H 15.67697 11.68323 10.05274  0.192
H 15.57150 12.44929 11.69505  0.325
H 17.75971 11.60980 11.23325  0.298
O 13.22479 7.13477 9.93046  -0.478
C 14.50569 6.73699 9.62828  -0.339
C 14.89387 7.33924 8.23291  -0.503
O 15.22884 8.71357 8.43176  -0.467
H 13.24666 8.02993 10.17763  0.387
H 15.28089 6.92432 10.39774  0.288
H 14.51556 5.59431 9.54563  0.292
H 13.93323 7.37398 7.74498  0.300
H 15.71022 6.79780 7.74293  0.302
H 15.95277 8.79100 9.09300  0.263